The following is a quantum chemistry calculation of 10 unconnected molecules or ions with the total composition C30H55Cl18N5O at a distorted geometry, from the Open Molecules 2025 dataset.

```
109
Properties=species:S:1:pos:R:3:forces:R:3:lowdin_charge:R:1
H 6.012155 -0.708564 -0.192898 0.1 -0.1 -0.1 0.00
N 6.071992 -0.222990 -1.088258 -0.1 0.1 -0.1 0.10
C 5.135841 0.630195 -1.158936 0.1 -0.2 0.1 -0.27
C 4.995542 1.479795 -2.399213 0.0 -0.5 0.3 -0.10
C 3.810636 1.066159 -3.352162 2.0 1.4 0.1 -0.32
C 3.727202 -0.417991 -3.333739 -1.1 0.5 0.1 -0.12
N 3.386780 -1.513963 -3.281728 0.6 -0.2 -0.1 0.24
N 4.127842 1.546201 -4.700275 -1.6 -2.0 0.0 0.11
C 4.490169 0.764372 -5.648592 0.7 0.3 -0.2 -0.36
C 5.906713 0.252856 -5.822805 -0.3 0.2 -0.1 -0.02
C 3.540379 0.326781 -6.739134 0.4 0.0 -0.1 -0.01
C 2.404366 1.684180 -2.940987 0.0 0.4 -0.3 -0.37
C 2.224034 2.931009 -3.756318 -0.1 -0.4 0.0 -0.15
N 1.964168 3.891708 -4.328037 0.1 0.1 0.1 0.19
C 2.317074 2.143368 -1.481378 -0.3 0.4 0.7 -0.21
N 1.079031 2.840921 -1.137035 0.3 -0.7 -0.1 0.01
O 1.379201 0.820270 -3.379014 0.0 0.3 0.2 -0.09
C 0.753693 -0.034271 -2.415296 -0.5 -0.8 -0.3 -0.28
C 0.082883 -1.171036 -3.206755 0.5 0.6 -0.4 -0.07
H 4.429501 0.715280 -0.326514 -0.1 0.3 -0.2 0.07
H 4.954248 2.541511 -2.161207 -0.2 0.0 -0.1 0.12
H 5.908159 1.308678 -2.964261 0.0 0.0 -0.1 0.10
H 5.934425 -0.829036 -5.965154 0.0 0.0 0.2 0.09
H 6.253368 0.690747 -6.768935 0.0 -0.1 0.0 0.10
H 6.575092 0.611355 -5.045842 0.0 -0.2 0.2 0.07
H 3.114638 1.186204 -7.254455 -0.2 0.0 0.1 0.09
H 2.752406 -0.257241 -6.253707 -0.1 0.3 0.1 0.09
H 4.030663 -0.341816 -7.448854 0.0 0.2 -0.1 0.07
H 2.488388 1.324844 -0.776434 -0.2 -0.3 -0.3 0.09
H 3.123027 2.853098 -1.286741 0.1 -0.1 -0.2 0.11
H 1.255930 3.813452 -0.944018 -0.2 0.1 -0.1 -0.01
H 0.359187 2.729105 -1.834654 -0.1 0.1 0.0 0.01
H -0.021096 0.513051 -1.878097 0.3 0.1 0.3 0.06
H 1.467435 -0.490073 -1.728790 0.1 0.3 0.1 0.09
H 0.232745 -2.134279 -2.727145 -0.3 0.0 0.1 0.06
H 0.575993 -1.222471 -4.181118 0.0 -0.1 0.1 0.07
H -0.964703 -0.948951 -3.404582 -0.1 -0.2 0.2 0.07
Cl 4.602610 -4.761453 -6.061811 0.0 0.0 0.0 0.52
C 3.749733 -4.837733 -4.496331 0.0 0.1 0.1 -0.68
C 3.312133 -6.238134 -4.154721 0.1 0.0 0.1 -0.67
Cl 2.020257 -6.827023 -5.234494 0.0 0.0 0.0 0.53
H 2.906663 -4.153984 -4.541456 0.0 0.0 0.0 0.05
H 4.442116 -4.473614 -3.739804 0.0 0.0 0.0 0.07
H 2.912088 -6.256489 -3.142302 0.0 0.0 0.0 0.07
H 4.140652 -6.939620 -4.213394 0.0 0.0 -0.1 0.07
Cl -3.602618 -2.436352 1.513653 0.0 0.0 0.0 0.55
C -2.664958 -3.188433 0.195226 0.0 -0.2 -0.2 -0.66
C -1.180164 -3.074192 0.418475 0.1 0.0 0.0 -0.64
Cl -0.612068 -1.392327 0.291428 0.0 0.0 -0.2 0.57
H -2.964380 -2.712817 -0.736200 0.0 0.1 0.0 0.07
H -2.952876 -4.239684 0.155851 0.1 0.2 0.1 -0.02
H -0.653981 -3.648738 -0.343274 0.0 0.0 0.0 0.08
H -0.889967 -3.452354 1.396885 0.0 0.0 0.0 0.05
Cl -8.229277 0.765549 4.268107 0.0 0.0 0.0 0.55
C -7.281890 -0.001483 2.965882 0.0 -0.1 -0.1 -0.66
C -5.798503 0.106131 3.200669 0.1 -0.1 0.0 -0.66
Cl -5.211530 1.784629 3.057448 0.0 0.1 0.0 0.56
H -7.571197 0.460679 2.025511 0.0 0.1 0.0 0.07
H -7.571997 -1.050365 2.937972 0.0 0.0 0.1 0.08
H -5.265716 -0.479203 2.454232 0.0 0.0 -0.1 0.01
H -5.523126 -0.259247 4.186698 0.0 0.1 0.0 0.07
Cl -2.859719 1.056389 -1.355771 0.0 0.0 -0.1 0.56
C -2.988962 2.258500 -0.044636 -0.1 0.0 0.2 -0.66
C -3.195836 3.654234 -0.571182 0.0 0.0 0.1 -0.64
Cl -1.736424 4.259399 -1.392381 -0.1 0.2 -0.1 0.59
H -2.085216 2.194921 0.556939 0.1 0.0 -0.1 0.04
H -3.834271 1.966430 0.574943 0.0 0.0 0.0 0.02
H -3.392962 4.330387 0.259465 0.0 0.0 0.0 0.07
H -4.029651 3.706759 -1.266881 0.1 0.0 -0.1 0.07
Cl 2.612857 0.640752 2.360553 -0.1 0.0 -0.1 0.55
C 1.848544 0.624590 3.968794 0.0 0.1 0.1 -0.65
C 1.471773 -0.768444 4.405279 0.0 -0.1 0.1 -0.65
Cl 0.163480 -1.438984 3.401769 0.0 0.0 0.2 0.55
H 0.978782 1.277964 3.927602 0.0 -0.1 -0.1 0.05
H 2.568568 1.047039 4.670197 0.0 0.0 0.0 0.07
H 1.117117 -0.747463 5.435006 0.0 0.1 0.0 0.07
H 2.319514 -1.446721 4.345034 0.0 0.0 -0.1 0.07
Cl 2.470708 5.598857 0.564183 0.0 0.0 0.0 0.58
C 2.021516 5.536689 2.289112 0.0 0.0 0.1 -0.64
C 1.679877 4.141514 2.746448 0.1 -0.1 0.1 -0.68
Cl 0.164410 3.541062 2.025920 0.0 0.0 0.1 0.57
H 1.189968 6.220137 2.441679 0.0 0.0 -0.1 0.07
H 2.880038 5.903259 2.849989 0.0 0.0 0.0 0.07
H 1.541627 4.137810 3.827437 0.0 0.1 0.0 0.08
H 2.469540 3.436210 2.494523 0.0 0.0 -0.1 0.02
Cl 5.268268 3.121259 4.096064 -0.1 0.0 0.0 0.54
C 6.644352 2.001078 4.287690 0.1 0.0 0.1 -0.65
C 7.188729 1.535581 2.961481 0.1 0.0 0.0 -0.64
Cl 6.029823 0.486564 2.109060 0.1 0.0 0.2 0.59
H 6.308931 1.162926 4.893215 -0.1 0.0 0.0 0.07
H 7.418316 2.536945 4.834626 0.0 0.0 0.0 0.07
H 8.095506 0.954183 3.120275 0.0 0.0 0.0 0.08
H 7.424530 2.373398 2.310093 -0.1 0.0 0.0 0.07
Cl -4.050303 -6.300657 -0.717706 -0.1 -0.1 -0.1 0.59
C -4.318496 -7.636480 0.432993 0.0 -0.2 0.0 -0.65
C -5.165590 -7.209276 1.602863 -0.1 -0.1 0.1 -0.66
Cl -4.313213 -6.046782 2.649798 0.0 0.0 0.0 0.55
H -3.346140 -7.997705 0.757824 0.0 0.1 0.0 0.07
H -4.818412 -8.433540 -0.114792 0.0 0.0 0.0 0.07
H -5.407415 -8.076323 2.215376 0.0 0.0 0.0 0.07
H -6.092621 -6.746502 1.273905 0.0 0.1 0.0 0.07
Cl -13.512670 1.637309 4.724167 0.0 0.0 0.0 0.53
C -12.623299 3.056735 5.332151 0.0 0.1 0.0 -0.67
C -11.328875 2.674745 6.002450 0.1 0.1 0.0 -0.67
Cl -11.594144 1.801570 7.533821 0.0 0.0 0.0 0.53
H -13.277886 3.595960 6.012222 0.0 -0.1 0.0 0.07
H -12.414686 3.693162 4.473650 0.0 0.0 0.0 0.07
H -10.762307 3.572517 6.244473 0.0 0.0 0.0 0.07
H -10.718789 2.045842 5.359101 -0.1 -0.1 0.0 0.03
```
Forces are in eV/Å.

Properties
E_tot	-9808.474246	Ha
multiplicity	1
total charge	0
energy relative to the best compared isomer or geometry (same formula, charge and spin)	0.0	kJ/mol
E_HOMO	-7.8828	eV
HOMO-LUMO gap	0.3005	hartree